[1]
Formula: C33H42BF3N7S4SbSe4Tc
Source: the Open Molecules 2025 dataset
Level of theory: ωB97M-V/def2-TZVPD

The spin multiplicity is 1. Its charge is +3.

Geometry (Å):
1 Tc -3.04 -0.21 -0.34
2 C -1.36 -0.07 -5.27
3 C -0.49 0.10 -4.06
4 C 0.81 0.51 -4.15
5 C 1.61 0.65 -3.00
6 N 1.10 0.43 -1.80
7 N -0.18 0.06 -1.71
8 B -0.64 -0.19 -0.21
9 N 0.08 -1.51 0.29
10 N 1.43 -1.55 0.34
11 C 1.99 -2.69 0.66
12 C 1.21 -3.86 0.88
13 C -0.15 -3.80 0.88
14 C -1.03 -5.00 1.13
15 C -0.69 -2.53 0.60
16 S -2.39 -2.24 0.57
17 C 3.50 -2.76 0.82
18 C 4.15 -1.37 0.73
19 C 4.06 -3.69 -0.27
20 C 3.82 -3.34 2.21
21 N -0.17 1.02 0.68
22 N 0.88 0.88 1.49
23 C 1.30 1.95 2.14
24 C 0.70 3.21 1.92
25 C -0.40 3.34 1.12
26 C -1.13 4.63 0.90
27 C -0.86 2.14 0.55
28 S -2.34 2.02 -0.33
29 C 2.49 1.77 3.08
30 C 3.75 1.94 2.22
31 C 2.45 0.39 3.73
32 C 2.48 2.84 4.18
33 C -0.97 -0.12 -2.76
34 S -2.63 -0.58 -2.53
35 C 3.09 1.00 -3.07
36 C 3.47 1.93 -1.90
37 C 3.44 1.68 -4.40
38 C 3.86 -0.33 -2.96
39 H -0.81 0.17 -6.18
40 H -2.24 0.58 -5.21
41 H -1.73 -1.09 -5.35
42 H 1.24 0.72 -5.12
43 H 1.71 -4.80 1.06
44 H -0.45 -5.82 1.55
45 H -1.47 -5.34 0.19
46 H -1.85 -4.77 1.81
47 H 3.74 -0.77 -0.08
48 H 5.22 -1.49 0.55
49 H 4.02 -0.82 1.66
50 H 3.91 -3.27 -1.27
51 H 3.62 -4.69 -0.24
52 H 5.14 -3.80 -0.12
53 H 3.31 -2.77 3.00
54 H 4.89 -3.28 2.39
55 H 3.53 -4.39 2.30
56 H 1.11 4.09 2.40
57 H -0.61 5.46 1.38
58 H -2.15 4.58 1.30
59 H -1.22 4.85 -0.17
60 H 3.77 1.22 1.39
61 H 4.64 1.77 2.83
62 H 3.82 2.95 1.80
63 H 2.28 -0.40 3.00
64 H 1.65 0.33 4.48
65 H 3.40 0.20 4.24
66 H 2.72 3.84 3.80
67 H 3.24 2.59 4.92
68 H 1.52 2.89 4.70
69 H 2.93 2.88 -1.97
70 H 4.54 2.14 -1.94
71 H 3.24 1.47 -0.94
72 H 2.85 2.58 -4.57
73 H 3.32 1.01 -5.25
74 H 4.49 1.98 -4.37
75 H 3.51 -0.92 -2.12
76 H 4.93 -0.13 -2.84
77 H 3.73 -0.92 -3.87
78 F -8.13 -1.78 -0.72
79 C -8.19 -0.58 -0.14
80 F -9.41 -0.09 -0.27
81 F -7.97 -0.77 1.20
82 C -7.14 0.36 -0.68
83 C -7.48 1.61 -1.14
84 C -6.48 2.47 -1.58
85 C -5.17 2.07 -1.49
86 N -4.83 0.86 -1.01
87 C -5.80 0.00 -0.66
88 S -5.10 -1.56 -0.24
89 H -8.52 1.92 -1.17
90 H -6.72 3.45 -1.98
91 H -4.37 2.72 -1.82
92 Se -4.42 -2.49 5.20
93 Sb -5.26 -1.41 2.54
94 Se -3.91 0.53 2.36
95 Se -6.52 -2.18 5.74
96 Se -7.27 -0.63 4.35

[2]
Formula: C33H42BrN5OPb
Source: the Open Molecules 2025 dataset
Level of theory: ωB97M-V/def2-TZVPD

The spin multiplicity is 1. Its charge is +2.

Geometry (Å):
1 Pb -1.28 -2.37 -2.84
2 C -2.65 5.87 2.88
3 C -2.59 4.35 3.17
4 C -1.46 4.14 4.28
5 C -3.89 3.99 3.85
6 C -2.20 3.40 2.09
7 C -1.68 4.03 1.00
8 C -1.32 3.12 -0.12
9 Br -1.72 3.87 -1.84
10 C -1.67 1.66 -0.04
11 O -1.92 1.07 -1.04
12 C -1.82 1.03 1.31
13 C -2.32 1.95 2.20
14 C -1.53 -0.44 1.65
15 C -2.41 -0.97 2.81
16 C -0.02 -0.38 2.03
17 C -1.70 -1.45 0.50
18 H -3.08 6.45 3.81
19 H -3.26 6.05 1.99
20 H -1.67 6.26 2.69
21 H -1.74 4.72 5.17
22 H -0.46 4.39 3.90
23 H -1.43 3.06 4.58
24 H -4.10 4.73 4.62
25 H -4.08 3.03 4.39
26 H -4.74 4.08 3.17
27 H -1.55 5.09 0.95
28 H -2.72 1.60 3.11
29 H -2.46 -0.22 3.58
30 H -1.93 -1.83 3.31
31 H -3.40 -1.23 2.44
32 H 0.13 0.39 2.85
33 H 0.51 -0.22 1.09
34 H 0.33 -1.34 2.46
35 H -2.71 -1.51 0.14
36 H -1.37 -2.47 0.76
37 H -1.08 -1.10 -0.31
38 C 4.28 -1.91 -1.35
39 C 2.86 -1.89 -0.82
40 C 2.16 -3.27 -0.72
41 C 2.37 -4.07 0.42
42 C 1.74 -5.28 0.53
43 C 0.90 -5.80 -0.46
44 C 0.64 -5.06 -1.62
45 C -0.22 -5.73 -2.68
46 C 0.64 -6.59 -3.67
47 C 1.33 -3.82 -1.69
48 N 0.95 -2.91 -2.70
49 C 1.71 -2.18 -3.45
50 C 1.09 -1.18 -4.27
51 C 1.53 -0.40 -5.40
52 C 0.40 0.41 -5.73
53 C -0.61 0.08 -4.90
54 N -0.22 -0.87 -4.04
55 H 4.75 -0.89 -1.43
56 H 4.45 -2.38 -2.28
57 H 4.94 -2.46 -0.62
58 H 2.19 -1.23 -1.44
59 H 2.76 -1.54 0.22
60 H 2.89 -3.65 1.24
61 H 1.78 -5.85 1.48
62 H 0.33 -6.69 -0.26
63 H -0.86 -5.09 -3.26
64 H -0.95 -6.30 -2.18
65 H 1.27 -5.86 -4.28
66 H 0.06 -7.15 -4.41
67 H 1.25 -7.28 -3.13
68 H 2.80 -2.24 -3.49
69 H 2.56 -0.33 -5.76
70 H 0.33 1.18 -6.47
71 H -1.58 0.53 -4.92
72 N 2.87 3.28 2.44
73 C 2.28 3.17 1.23
74 C 0.93 3.49 1.07
75 N 0.29 3.13 -0.06
76 C 0.96 2.45 -1.07
77 C 2.30 2.17 -0.87
78 N 2.89 2.56 0.26
79 H 2.53 3.87 3.18
80 H 3.80 2.91 2.55
81 H 0.33 3.96 1.84
82 H 0.47 2.26 -1.98
83 H 2.85 1.62 -1.62

[3]
Formula: C33H42F3IN8O4
Source: the Open Molecules 2025 dataset
Level of theory: ωB97M-V/def2-TZVPD

The spin multiplicity is 1. The SMILES is CC[C@H](I)C(=O)O[C@@](F)(CNC)N(C(=O)F)C(=O)F.c1cc[nH]c1.c1cc[nH]c1.c1cc[nH]c1.c1cc[nH]c1.c1cc[nH]c1.c1cc[nH]c1. Its charge is 0.

Geometry (Å):
1 C -3.13 0.23 -2.77
2 C -4.30 -0.71 -3.35
3 C -3.80 -1.92 -4.29
4 I -5.25 -3.56 -3.98
5 C -2.35 -2.49 -3.94
6 O -1.28 -1.87 -4.21
7 O -2.16 -3.80 -3.34
8 C -2.16 -3.72 -1.91
9 F -2.82 -2.57 -1.36
10 C -3.03 -5.02 -1.38
11 N -2.06 -6.01 -0.80
12 C -2.83 -6.86 0.17
13 N -0.81 -3.83 -1.28
14 C -0.49 -2.69 -0.41
15 O -0.15 -1.56 -0.75
16 F -0.64 -2.94 1.00
17 C 0.25 -4.14 -2.23
18 O 1.16 -3.39 -2.62
19 F 0.21 -5.45 -2.83
20 H -2.78 -0.08 -1.71
21 H -3.60 1.28 -2.63
22 H -2.24 0.37 -3.47
23 H -4.96 -1.07 -2.47
24 H -4.97 -0.04 -4.00
25 H -3.88 -1.67 -5.42
26 H -3.85 -4.69 -0.65
27 H -3.49 -5.51 -2.30
28 H -1.69 -6.63 -1.55
29 H -3.89 -7.03 -0.24
30 H -2.25 -7.84 0.31
31 H -2.91 -6.25 1.15
32 C -3.88 1.61 -8.47
33 C -2.93 0.96 -9.30
34 C -2.07 0.28 -8.47
35 N -2.48 0.48 -7.18
36 C -3.58 1.29 -7.17
37 H -4.70 2.24 -8.80
38 H -2.87 1.00 -10.37
39 H -1.22 -0.34 -8.69
40 H -2.03 0.10 -6.36
41 H -4.06 1.57 -6.24
42 C 3.13 -1.45 3.35
43 C 3.95 -0.89 2.35
44 C 3.33 -1.09 1.14
45 N 2.16 -1.76 1.38
46 C 2.03 -1.97 2.73
47 H 3.32 -1.46 4.42
48 H 4.90 -0.39 2.49
49 H 3.61 -0.82 0.14
50 H 1.49 -2.04 0.68
51 H 1.16 -2.48 3.12
52 C -10.58 -1.14 -2.65
53 C -9.82 -1.12 -1.46
54 C -8.62 -1.74 -1.73
55 N -8.63 -2.13 -3.04
56 C -9.82 -1.76 -3.61
57 H -11.57 -0.73 -2.80
58 H -10.11 -0.71 -0.51
59 H -7.76 -1.94 -1.10
60 H -7.88 -2.62 -3.51
61 H -10.02 -1.98 -4.65
62 C 7.00 3.72 2.85
63 C 6.02 3.28 3.78
64 C 6.06 1.91 3.80
65 N 7.02 1.50 2.92
66 C 7.60 2.60 2.34
67 H 7.24 4.74 2.59
68 H 5.36 3.90 4.37
69 H 5.49 1.19 4.37
70 H 7.27 0.54 2.72
71 H 8.39 2.48 1.61
72 C 1.41 6.75 3.59
73 C 2.18 6.78 4.77
74 C 3.38 6.17 4.49
75 N 3.36 5.78 3.18
76 C 2.16 6.13 2.62
77 H 0.41 7.14 3.45
78 H 1.89 7.19 5.72
79 H 4.25 5.99 5.11
80 H 4.11 5.30 2.70
81 H 1.95 5.91 1.58
82 C 6.81 3.78 7.76
83 C 7.59 3.81 8.95
84 C 8.79 3.21 8.67
85 N 8.77 2.81 7.36
86 C 7.57 3.16 6.80
87 H 5.81 4.17 7.63
88 H 7.30 4.23 9.90
89 H 9.66 3.03 9.29
90 H 9.52 2.34 6.88
91 H 7.36 2.94 5.76

Number 1: E_HOMO -15.80 eV, orbital gap 5.24 eV. Number 2: E_HOMO -13.26 eV, orbital gap 6.67 eV. Number 3: E_HOMO -8.01 eV, orbital gap 7.19 eV.